No. 1
ORCA calculation (ωB97M-V/def2-TZVPD) on a structure of composition C69H55N10O3S4SbZr in a non-equilibrium geometry.

```
143
Properties=species:S:1:pos:R:3
Zr -0.78 0.59 -1.49
N 0.83 1.23 -0.20
S 1.37 1.63 1.09
N 0.49 1.34 2.45
S 0.10 0.05 3.20
N -0.69 -1.10 2.51
S -1.97 -0.76 1.53
N -1.70 0.11 0.39
C -3.24 -0.12 2.58
C -3.96 0.96 2.10
C -4.95 1.51 2.91
C -5.20 0.98 4.16
C -4.48 -0.12 4.62
C -3.49 -0.68 3.83
C -2.46 -2.41 1.12
C -1.54 -3.13 0.36
C -1.89 -4.39 -0.10
C -3.15 -4.90 0.17
C -4.07 -4.16 0.90
C -3.73 -2.90 1.38
C 1.48 -0.79 3.91
C 1.58 -2.17 3.84
C 2.69 -2.77 4.41
C 3.67 -2.00 5.03
C 3.54 -0.61 5.09
C 2.44 0.00 4.53
C -0.77 0.70 4.60
C -0.92 -0.13 5.70
C -1.64 0.33 6.79
C -2.21 1.60 6.75
C -2.06 2.41 5.64
C -1.33 1.97 4.54
C 1.52 3.39 1.28
C 1.53 4.11 0.10
C 1.63 5.49 0.16
C 1.73 6.13 1.39
C 1.73 5.38 2.57
C 1.63 4.00 2.52
C 2.98 0.96 1.39
C 4.07 1.75 1.72
C 5.30 1.13 1.91
C 5.42 -0.25 1.78
C 4.32 -1.02 1.44
C 3.09 -0.42 1.23
H -3.75 1.35 1.11
H -5.52 2.36 2.54
H -5.98 1.41 4.78
H -4.69 -0.54 5.60
H -2.92 -1.54 4.18
H -0.58 -2.71 0.12
H -1.18 -4.96 -0.69
H -3.43 -5.88 -0.19
H -5.06 -4.56 1.11
H -4.45 -2.32 1.94
H 0.81 -2.76 3.35
H 2.80 -3.85 4.38
H 4.53 -2.48 5.47
H 4.30 -0.02 5.57
H 2.33 1.08 4.56
H -0.47 -1.12 5.72
H -1.75 -0.29 7.66
H -2.77 1.96 7.61
H -2.51 3.40 5.61
H -1.19 2.60 3.67
H 1.44 3.60 -0.85
H 1.63 6.07 -0.76
H 1.81 7.21 1.44
H 1.82 5.88 3.53
H 1.61 3.42 3.43
H 3.98 2.82 1.82
H 6.16 1.73 2.15
H 6.38 -0.72 1.93
H 4.41 -2.10 1.32
H 2.23 -1.00 0.93
C -5.91 0.89 -4.48
N -4.73 0.26 -3.88
C -4.34 -0.98 -4.26
C -3.27 -1.62 -3.72
C -2.57 -0.87 -2.75
O -1.50 -1.29 -2.14
N -2.90 0.37 -2.39
C -4.05 0.97 -2.87
O -4.49 2.02 -2.45
H -6.62 0.12 -4.76
H -5.63 1.47 -5.35
H -6.36 1.55 -3.74
H -4.95 -1.43 -5.03
H -2.96 -2.60 -4.02
C 5.85 -0.35 -4.06
C 4.70 -0.43 -4.84
C 3.50 -0.82 -4.27
C 3.42 -1.15 -2.92
C 4.58 -1.08 -2.15
C 5.78 -0.68 -2.71
Sb 1.59 -1.71 -2.01
C 0.71 -2.80 -3.61
C 0.23 -2.11 -4.73
C -0.39 -2.78 -5.77
C -0.57 -4.16 -5.70
C -0.12 -4.85 -4.58
C 0.52 -4.18 -3.55
C 2.36 -3.36 -0.90
C 3.29 -4.21 -1.52
C 3.80 -5.30 -0.84
C 3.39 -5.57 0.46
C 2.48 -4.74 1.08
C 1.97 -3.64 0.40
H 6.78 -0.04 -4.50
H 4.75 -0.19 -5.89
H 2.62 -0.89 -4.91
H 4.56 -1.35 -1.10
H 6.67 -0.62 -2.10
H 0.33 -1.03 -4.79
H -0.73 -2.23 -6.64
H -1.05 -4.69 -6.51
H -0.26 -5.93 -4.52
H 0.87 -4.75 -2.69
H 3.62 -4.01 -2.53
H 4.52 -5.95 -1.33
H 3.79 -6.43 0.99
H 2.15 -4.95 2.09
H 1.26 -2.99 0.92
S -2.63 4.54 0.41
C -1.72 3.14 0.12
N -1.53 2.81 -1.12
C -2.11 3.76 -1.98
C -2.09 3.75 -3.37
C -2.71 4.78 -4.04
C -3.37 5.81 -3.35
C -3.40 5.83 -1.97
C -2.76 4.79 -1.30
H -1.35 2.54 0.94
H -1.58 2.97 -3.91
H -2.69 4.80 -5.12
H -3.85 6.60 -3.91
H -3.90 6.62 -1.44
O -0.20 1.25 -3.40
N 1.11 1.20 -3.15
C 1.79 2.27 -3.35
C 3.15 2.28 -2.89
N 4.20 2.36 -2.43
C 1.23 3.50 -3.85
N 0.82 4.52 -4.19
```

The HOMO energy is -12.2 eV. As for the net charge: +2. The calculation puts the energy above the lowest of the compared OMol25 structures with the same formula, charge and spin at 0.177 eV. Its spin multiplicity is 1. For the frontier orbital gap, the calculation gives 7.345 eV.

No. 2
ORCA calculation (ωB97M-V/def2-TZVPD) on an isolated molecule of C4H8S in a non-equilibrium geometry.

```
13
Properties=species:S:1:pos:R:3
C 1.42 -1.49 -0.73
C 0.95 -1.11 0.57
C -0.07 -0.18 0.71
S -0.58 0.59 -0.78
C -1.54 1.88 0.12
H 0.74 -2.48 -0.90
H 1.21 -0.79 -1.70
H 2.51 -1.75 -0.87
H 1.39 -1.70 1.43
H -0.62 0.26 1.42
H -2.36 2.31 -0.61
H -0.73 2.77 0.31
H -2.31 1.70 1.05
```

The HOMO energy is -7.8 eV. As for the net charge: 0. The calculation puts the energy above the lowest of the compared OMol25 structures with the same formula, charge and spin at 2.261 eV. Its spin multiplicity is 1. For the frontier orbital gap, the calculation gives 8.793 eV. The SMILES is C/C=C\SC.

No. 3
ORCA calculation (ωB97M-V/def2-TZVPD) on a structure of composition C57H83N3O3P3SSiTi in a non-equilibrium geometry.

```
152
Properties=species:S:1:pos:R:3
Ti 0.38 1.08 0.12
C -4.39 1.70 2.54
C -3.05 1.02 2.27
C -3.13 -0.44 2.74
P -2.34 1.09 0.51
C -3.29 2.55 -0.19
C -3.18 2.53 -1.72
C -2.66 3.82 0.37
C -3.26 -0.28 -0.31
C -4.65 -0.23 -0.41
C -5.37 -1.23 -1.03
C -4.69 -2.31 -1.56
C -3.31 -2.37 -1.46
C -2.54 -1.37 -0.84
Si -0.55 -1.42 -0.76
C -0.44 -2.78 0.69
C -1.61 -3.30 1.26
C -1.61 -4.31 2.20
C -0.41 -4.89 2.58
C 0.77 -4.40 2.05
C 0.79 -3.34 1.14
P 2.35 -2.58 0.53
C 3.42 -2.24 2.07
C 3.15 -2.95 3.39
C 4.91 -2.32 1.72
C 3.31 -4.02 -0.23
C 2.78 -4.30 -1.63
C 3.46 -5.33 0.54
C -0.44 -2.86 -2.12
C -0.54 -4.22 -1.78
C -0.58 -5.23 -2.73
C -0.52 -4.91 -4.08
C -0.40 -3.58 -4.45
C -0.36 -2.56 -3.50
P -0.19 -0.79 -3.99
C -2.02 -0.40 -4.30
C -2.95 -1.52 -4.76
C -2.19 0.85 -5.17
C 0.65 -1.01 -5.69
C -0.16 -1.10 -6.98
C 1.70 0.10 -5.82
H -4.62 1.59 3.61
H -5.20 1.23 1.99
H -4.37 2.77 2.32
H -2.28 1.53 2.86
H -3.92 -0.97 2.20
H -3.36 -0.48 3.81
H -2.19 -0.95 2.57
H -4.35 2.50 0.10
H -2.13 2.43 -1.99
H -3.57 3.46 -2.14
H -3.73 1.70 -2.14
H -1.60 3.81 0.14
H -2.75 3.88 1.46
H -3.12 4.71 -0.06
H -5.20 0.62 0.00
H -6.45 -1.16 -1.11
H -5.23 -3.11 -2.06
H -2.81 -3.24 -1.87
H -2.57 -2.89 0.95
H -2.55 -4.66 2.62
H -0.40 -5.71 3.29
H 1.69 -4.88 2.35
H 3.18 -1.19 2.24
H 3.47 -3.99 3.38
H 2.09 -2.90 3.63
H 3.70 -2.44 4.19
H 5.27 -3.35 1.70
H 5.49 -1.76 2.46
H 5.09 -1.87 0.74
H 4.31 -3.59 -0.36
H 1.80 -4.78 -1.59
H 3.46 -4.95 -2.19
H 2.66 -3.36 -2.19
H 2.50 -5.84 0.62
H 3.85 -5.17 1.54
H 4.15 -6.00 0.01
H -0.61 -4.50 -0.74
H -0.66 -6.26 -2.42
H -0.57 -5.68 -4.84
H -0.38 -3.35 -5.51
H -2.32 -0.13 -3.28
H -2.67 -1.91 -5.74
H -3.98 -1.15 -4.82
H -2.93 -2.35 -4.05
H -2.26 0.59 -6.23
H -1.35 1.54 -5.04
H -3.11 1.39 -4.89
H 1.20 -1.95 -5.55
H -0.58 -0.13 -7.24
H -0.98 -1.82 -6.92
H 0.50 -1.41 -7.80
H 1.21 1.07 -5.97
H 2.35 -0.08 -6.68
H 2.30 0.16 -4.92
C 1.40 1.85 6.47
C 0.03 1.28 6.09
N 0.13 0.34 4.99
C -0.24 -1.03 5.28
C 0.72 -1.71 6.25
C 0.19 0.86 3.69
S 0.31 -0.27 2.38
N 0.14 2.16 3.63
C 0.21 2.91 2.51
O 0.32 2.43 1.29
C 0.12 4.33 2.71
C 0.04 4.91 4.00
C -0.07 6.27 4.17
C -0.11 7.14 3.08
C -0.01 6.59 1.80
C 0.10 5.23 1.61
H 1.31 2.59 7.27
H 1.83 2.33 5.59
H 2.07 1.05 6.79
H -0.62 2.11 5.79
H -0.41 0.76 6.94
H -0.25 -1.57 4.34
H -1.26 -1.07 5.70
H 1.74 -1.67 5.85
H 0.44 -2.76 6.37
H 0.71 -1.23 7.23
H 0.08 4.26 4.86
H -0.14 6.68 5.17
H -0.21 8.21 3.22
H -0.03 7.25 0.93
H 0.18 4.83 0.62
O 3.05 2.07 1.95
C 3.30 1.68 0.82
C 4.67 1.93 0.16
C 4.56 1.20 -1.17
C 3.13 0.62 -1.15
O 2.70 -0.08 -2.05
N 2.48 0.98 -0.01
H 5.46 1.55 0.80
H 4.81 3.00 0.05
H 5.27 0.38 -1.29
H 4.65 1.86 -2.04
C -0.19 4.47 -2.39
C 0.88 3.40 -2.09
C 1.93 4.02 -1.13
C 1.60 3.12 -3.42
C 0.27 2.11 -1.56
H 0.24 5.30 -2.95
H -0.62 4.86 -1.46
H -1.01 4.04 -2.98
H 1.94 5.11 -1.20
H 2.93 3.67 -1.39
H 1.74 3.73 -0.10
H 2.21 3.98 -3.73
H 0.88 2.90 -4.22
H 2.25 2.25 -3.31
H -0.14 1.56 -2.41
```

The HOMO energy (spin up / spin down) is -0.1 / -1.0 eV. As for the net charge: -2. The expectation value of S² is 0.778. The calculation puts the energy above the lowest of the compared OMol25 structures with the same formula, charge and spin at 0.000 eV. Its spin multiplicity is 2. For the frontier orbital gap (spin up / spin down), the calculation gives 4.320 / 5.157 eV.

No. 4
ORCA calculation (ωB97M-V/def2-TZVPD) on an isolated molecule of C3H5N3O in a non-equilibrium geometry.

```
12
Properties=species:S:1:pos:R:3
N 1.19 -1.41 -0.09
N 0.06 -0.67 0.09
C -1.20 -1.01 -0.01
N -1.99 0.09 -0.10
C -1.12 1.17 0.06
C 0.22 0.72 0.06
O 1.43 1.29 0.01
H 1.77 -1.36 0.83
H 1.85 -1.11 -0.81
H -1.73 -1.97 0.24
H -1.63 2.11 -0.09
H 1.14 2.15 -0.18
```

The HOMO energy is -8.2 eV. As for the net charge: 0. The calculation puts the energy above the lowest of the compared OMol25 structures with the same formula, charge and spin at 3.095 eV. Its spin multiplicity is 1. For the frontier orbital gap, the calculation gives 8.696 eV. The SMILES is Nn1cncc1O.

No. 5
ORCA calculation (ωB97M-V/def2-TZVPD) on a structure of composition C3H4LiMgO3 in a non-equilibrium geometry.

```
12
Properties=species:S:1:pos:R:3
O -1.81 0.24 0.37
C -0.85 0.88 -0.24
C 0.19 1.41 0.63
H -1.09 0.76 -1.32
H 0.15 -0.60 -1.68
H -0.13 1.45 1.69
H 0.62 2.36 0.28
Li -1.67 -1.47 0.99
O 0.11 -1.90 0.10
C 0.79 -1.67 -0.92
O 1.98 -1.38 -0.78
Mg 1.71 -0.09 0.90
```

The HOMO energy is -13.8 eV. As for the net charge: +1. The calculation puts the energy above the lowest of the compared OMol25 structures with the same formula, charge and spin at 1.782 eV. Its spin multiplicity is 1. For the frontier orbital gap, the calculation gives 7.941 eV.

No. 6
ORCA calculation (ωB97M-V/def2-TZVPD) on an isolated molecule of C13H18N4O3S in a non-equilibrium geometry.

```
39
Properties=species:S:1:pos:R:3
C 2.68 2.97 -2.95
C 1.30 2.38 -2.54
O 1.42 1.07 -2.02
C 1.54 0.03 -2.89
O 1.45 0.11 -4.12
C 1.93 -1.30 -2.26
C 0.96 -1.76 -1.13
C 1.43 -1.23 0.25
C 0.53 -1.66 1.37
S 1.01 -2.94 2.50
C -0.46 -2.57 3.37
N -0.82 -3.15 4.54
N -1.23 -1.68 2.89
C -0.69 -1.09 1.76
C -1.35 0.04 1.09
N -0.87 0.78 -0.02
C -1.78 1.75 -0.42
O -1.70 2.58 -1.30
N -2.81 1.66 0.48
C -2.58 0.65 1.39
C -3.51 0.31 2.50
H 3.32 2.96 -2.07
H 2.54 3.97 -3.34
H 3.19 2.41 -3.76
H 0.64 2.42 -3.41
H 0.82 3.02 -1.80
H 1.89 -2.02 -3.06
H 2.97 -1.23 -1.94
H 0.86 -2.83 -1.08
H -0.09 -1.42 -1.36
H 2.37 -1.66 0.53
H 1.51 -0.12 0.27
H -1.64 -2.71 4.98
H -0.04 -3.43 5.13
H 0.04 0.69 -0.48
H -3.51 2.37 0.57
H -3.03 -0.05 3.41
H -4.12 1.16 2.80
H -4.17 -0.50 2.15
```

The HOMO energy is -7.1 eV. As for the net charge: 0. The calculation puts the energy above the lowest of the compared OMol25 structures with the same formula, charge and spin at 0.233 eV. Its spin multiplicity is 1. For the frontier orbital gap, the calculation gives 7.599 eV. The SMILES is CCOC(=O)CCCc1sc(N)nc1-c1[nH]c(=O)[nH]c1C.

No. 7
ORCA calculation (ωB97M-V/def2-TZVPD) on an isolated molecule of C4H5NO in a non-equilibrium geometry.

```
11
Properties=species:S:1:pos:R:3
C 2.30 -0.59 0.11
C 0.90 -0.17 -0.40
O 0.43 1.20 -0.22
C -0.26 0.18 0.53
C -1.69 -0.17 0.08
N -2.79 -0.44 -0.14
H 2.51 0.04 0.97
H 2.40 -1.70 0.23
H 3.01 -0.26 -0.62
H 0.61 -0.52 -1.38
H -0.03 0.40 1.62
```

The HOMO energy is -11.2 eV. As for the net charge: 0. The calculation puts the energy above the lowest of the compared OMol25 structures with the same formula, charge and spin at 2.042 eV. Its spin multiplicity is 1. For the frontier orbital gap, the calculation gives 12.055 eV. The SMILES is C[C@@H]1O[C@H]1C#N.

No. 8
ORCA calculation (ωB97M-V/def2-TZVPD) on a structure of composition C24H18AuBCl2F4N3O2Se2 in a non-equilibrium geometry.

```
57
Properties=species:S:1:pos:R:3
Au -1.11 -0.14 0.12
Se -2.28 -2.50 0.87
Se -0.62 -2.75 2.43
C -0.88 -1.02 3.20
C -0.62 -0.87 4.55
C -0.82 0.38 5.12
C -1.29 1.42 4.34
C -1.52 1.18 2.99
N -1.31 -0.01 2.44
C -1.42 -2.88 -0.83
C -1.32 -4.14 -1.39
C -0.74 -4.23 -2.65
C -0.29 -3.07 -3.27
C -0.43 -1.86 -2.62
N -1.00 -1.77 -1.43
H -0.29 -1.72 5.13
H -0.63 0.53 6.17
H -1.46 2.40 4.75
H -1.86 1.96 2.32
H -1.69 -5.01 -0.86
H -0.66 -5.19 -3.13
H 0.17 -3.11 -4.25
H -0.09 -0.93 -3.07
F 3.32 -1.11 0.56
B 1.97 -1.10 0.36
F 1.31 -0.43 1.45
F 1.59 -0.39 -0.81
F 1.43 -2.40 0.25
Cl 4.68 0.89 -1.25
C 4.44 1.60 0.29
C 5.37 1.37 1.29
C 5.18 1.89 2.56
C 4.06 2.66 2.84
C 3.12 2.87 1.85
Cl 1.78 3.92 2.13
C 3.29 2.35 0.56
N 2.27 2.53 -0.38
C 2.42 3.06 -1.60
C 3.55 3.88 -1.86
C 3.67 4.53 -3.05
C 2.66 4.41 -4.03
C 1.55 3.62 -3.78
C 1.41 2.90 -2.60
C 0.27 1.96 -2.45
C -0.85 2.48 -1.43
O -1.67 3.25 -1.87
O -0.78 1.99 -0.22
H 6.24 0.77 1.07
H 5.91 1.70 3.33
H 3.92 3.10 3.82
H 1.31 2.27 -0.09
H 4.30 4.02 -1.09
H 4.52 5.17 -3.24
H 2.76 4.92 -4.97
H 0.78 3.52 -4.53
H 0.60 0.99 -2.08
H -0.24 1.87 -3.41
```

The HOMO energy (spin up / spin down) is -11.3 / -11.5 eV. As for the net charge: +1. The expectation value of S² is 2.039. The calculation puts the energy above the lowest of the compared OMol25 structures with the same formula, charge and spin at 0.700 eV. Its spin multiplicity is 3. For the frontier orbital gap (spin up / spin down), the calculation gives 7.868 / 5.939 eV.